13
Properties=species:S:1:pos:R:3:forces:R:3:lowdin_spin:R:1 method="wB97M-V/def2-TZVPD" homo_energy_ev="-13.13 / -13.13" energy_ev=-83167.1127 orbital_gap_ev="4.30 / 5.50" spin_multiplicity=5 e_above_lowest_kcal_mol=0.00 total_charge=+1
Cr 2.3556 1.0667 2.1220 -1.9142 -0.5744 -1.2725 4.073
Cl 0.4951 0.6240 0.8141 1.8717 0.4844 1.3381 -0.072
C 2.3486 -1.4410 -1.6343 0.2755 -0.1716 -1.2356 0.000
C 2.2088 -2.5013 -0.6578 -0.1875 0.3553 -0.1185 0.000
N 2.0767 -3.3338 0.1157 0.0360 -0.2197 0.4358 0.000
H 3.3390 -0.9895 -1.5948 -0.1014 0.2350 0.3009 0.000
H 1.5408 -0.7158 -1.6269 0.0598 0.1106 0.4371 0.000
H 2.3120 -1.8617 -2.6437 -0.0478 -0.2304 0.1213 0.000
C -3.2062 1.8068 1.0212 -0.5943 0.3699 -0.4273 0.000
Cl -3.5458 2.5091 2.5990 -0.0230 -0.2881 0.2607 0.000
Cl -3.9534 2.8341 -0.2207 0.3440 0.0606 -0.0205 0.000
Cl -3.8421 0.1732 0.7935 0.3666 0.0787 0.4128 0.000
H -2.1292 1.8293 0.9127 -0.0853 -0.2103 -0.2324 0.000